Entry 1:
A structure of composition C16H32CoN2OSSe2Si2 in a non-equilibrium geometry. Source: the Open Molecules 2025 dataset; level of theory: ωB97M-V/def2-TZVPD.

energy above the lowest of the compared OMol25 structures with the same formula, charge and spin = 0.0 kJ/mol
HOMO (alpha / beta) = -8.322 / -8.441 eV
frontier orbital gap (alpha / beta) = 8.442 / 8.813 eV
E_tot = -7976.443261 hartree
E_LUMO (alpha / beta) = 0.119 / 0.372 eV

```
! wB97M-V def2-TZVPD RIJCOSX def2/J DEFGRID3
* xyz 0 2
Co 0.50 0.03 -1.16
C 0.80 -2.95 0.62
Si 0.05 -1.55 1.64
C 0.66 -1.84 3.40
C -1.82 -1.68 1.74
C 0.57 0.08 0.89
C 2.05 0.14 0.74
C 3.09 0.06 1.68
C 4.39 0.12 1.22
C 4.66 0.24 -0.14
C 3.60 0.31 -1.01
N 2.34 0.27 -0.56
Si -0.05 1.67 1.64
C 0.50 1.91 3.43
C 0.70 3.13 0.72
C -1.94 1.75 1.67
H 0.29 -3.90 0.82
H 1.85 -3.08 0.89
H 0.75 -2.77 -0.46
H 0.29 -2.81 3.74
H 0.30 -1.08 4.09
H 1.75 -1.87 3.46
H -2.12 -2.71 1.95
H -2.30 -1.38 0.80
H -2.21 -1.05 2.54
H 2.86 -0.04 2.73
H 5.21 0.07 1.93
H 5.67 0.28 -0.51
H 3.72 0.39 -2.08
H 1.59 1.91 3.52
H 0.10 1.14 4.09
H 0.14 2.87 3.80
H 1.73 3.29 1.06
H 0.14 4.05 0.93
H 0.74 2.99 -0.36
H -2.30 1.55 2.68
H -2.41 1.02 1.01
H -2.29 2.74 1.38
C -3.17 -2.76 -1.49
Se -1.53 -2.03 -2.24
C -2.40 -0.62 -3.26
C -2.82 0.54 -2.39
Se -1.34 1.60 -1.69
C -0.76 2.38 -3.36
H -3.77 -3.19 -2.29
H -3.74 -2.01 -0.95
H -2.89 -3.55 -0.79
H -3.26 -1.06 -3.76
H -1.69 -0.32 -4.03
H -3.38 0.21 -1.51
H -3.45 1.25 -2.94
H -1.55 3.03 -3.73
H -0.50 1.61 -4.09
H 0.12 2.97 -3.14
O 0.50 0.04 -5.45
S 1.17 -0.77 -4.42
N 0.84 -0.58 -3.00
*
```

Atom charges from the Mulliken analysis, given in e for atoms 1 to 4: Co -0.0650; C -1.0376; Si 0.0995; C -1.1656

---

Entry 2:
A structure of composition C16H32CsO8S4 in a non-equilibrium geometry. Source: the Open Molecules 2025 dataset; level of theory: ωB97M-V/def2-TZVPD.

energy above the lowest of the compared OMol25 structures with the same formula, charge and spin = 6.5 kJ/mol
HOMO = -12.591 eV
frontier orbital gap = 10.232 eV
E_tot = -2843.477619 hartree
E_LUMO = -2.359 eV

```
! wB97M-V def2-TZVPD RIJCOSX def2/J DEFGRID3
* xyz 1 1
Cs -0.55 -0.73 0.38
C 0.78 0.32 6.54
C 1.65 1.50 6.09
C 1.48 1.65 4.60
S 1.52 -0.06 4.00
O 2.86 -0.45 3.61
O 0.38 -0.22 3.11
C 1.15 -0.84 5.61
H -0.27 0.57 6.40
H 0.99 0.10 7.58
H 2.71 1.31 6.29
H 1.43 2.42 6.64
H 2.26 2.22 4.11
H 0.50 2.01 4.30
H 2.05 -1.34 5.97
H 0.35 -1.54 5.39
C 1.21 -2.22 -3.91
C -0.19 -2.20 -4.54
C -0.98 -1.17 -3.75
S 0.16 0.21 -3.46
O 0.12 0.60 -2.06
O 0.00 1.20 -4.49
C 1.65 -0.77 -3.84
H 1.90 -2.84 -4.47
H 1.09 -2.60 -2.88
H -0.69 -3.16 -4.48
H -0.13 -1.95 -5.60
H -1.10 -1.58 -2.74
H -1.96 -0.85 -4.08
H 2.47 -0.52 -3.17
H 1.92 -0.40 -4.83
C 4.77 2.72 0.24
C 4.01 3.81 -0.52
C 2.59 3.27 -0.70
S 2.21 2.42 0.83
O 1.74 1.09 0.52
O 1.43 3.26 1.72
C 3.90 2.42 1.46
H 5.72 3.08 0.64
H 4.98 1.85 -0.39
H 4.44 4.14 -1.47
H 4.00 4.73 0.08
H 2.61 2.45 -1.43
H 1.79 3.95 -0.96
H 4.05 1.49 2.01
H 3.95 3.28 2.12
C -5.34 -2.69 -2.96
C -5.69 -3.37 -1.62
C -4.96 -2.65 -0.47
S -4.52 -1.00 -1.07
O -3.08 -0.84 -1.18
O -5.34 -0.05 -0.34
C -5.18 -1.19 -2.74
H -6.07 -2.91 -3.74
H -4.37 -3.10 -3.26
H -5.35 -4.40 -1.63
H -6.76 -3.36 -1.42
H -4.01 -3.14 -0.25
H -5.56 -2.53 0.42
H -4.56 -0.67 -3.46
H -6.15 -0.71 -2.72
*
```

Atom charges from the Mulliken analysis, given in e for atoms 1 to 4: Cs 1.3059; C -0.5756; C -0.7949; C -0.3589

---

Entry 3:
A structure of composition C16H32Li6O12P2 in a non-equilibrium geometry. Source: the Open Molecules 2025 dataset; level of theory: ωB97M-V/def2-TZVPD.

energy above the lowest of the compared OMol25 structures with the same formula, charge and spin = 239.2 kJ/mol
HOMO = -5.508 eV
frontier orbital gap = 4.852 eV
E_tot = -2260.280072 hartree
E_LUMO = -0.656 eV

```
! wB97M-V def2-TZVPD RIJCOSX def2/J DEFGRID3
* xyz 0 1
Li -2.35 -20.54 17.77
Li -5.88 -20.56 16.26
Li -3.45 -21.34 15.11
Li -1.56 -23.51 17.17
Li -4.44 -19.67 19.05
Li -4.16 -23.24 19.63
P -3.73 -22.46 17.34
O -4.96 -22.28 16.39
O -3.36 -23.82 17.96
O -3.77 -21.54 18.58
O -2.48 -21.97 16.52
P -4.34 -18.76 16.77
O -4.36 -19.72 15.59
O -3.21 -18.90 17.84
O -5.70 -19.02 17.59
O -4.39 -17.27 16.51
C -0.68 -26.96 15.01
C -2.14 -26.57 15.12
C -2.01 -25.11 14.98
O -0.87 -24.82 15.82
C 0.09 -25.87 15.78
H -0.49 -26.98 13.94
H -0.51 -27.89 15.55
H -2.58 -26.69 16.11
H -2.81 -27.07 14.42
H -2.93 -24.64 15.31
H -2.06 -24.75 13.95
H 0.26 -26.18 16.82
H 1.04 -25.54 15.37
C -7.85 -23.62 21.50
C -8.12 -22.97 20.19
C -6.90 -22.15 19.98
O -5.84 -22.87 20.62
C -6.35 -23.36 21.88
H -8.05 -24.69 21.51
H -8.41 -23.23 22.36
H -9.00 -22.33 20.11
H -8.12 -23.66 19.35
H -6.90 -21.16 20.44
H -6.62 -21.98 18.94
H -6.27 -22.54 22.60
H -5.73 -24.23 22.06
C -0.56 -19.54 13.12
C 0.33 -20.65 13.64
C -0.66 -21.82 13.79
O -1.95 -21.29 13.51
C -1.81 -20.15 12.57
H -0.23 -18.90 12.30
H -0.80 -18.85 13.92
H 0.70 -20.43 14.64
H 1.16 -20.83 12.95
H -0.67 -22.40 14.71
H -0.40 -22.54 13.01
H -2.62 -19.43 12.61
H -1.87 -20.48 11.53
C -1.48 -25.67 21.78
C -2.14 -26.38 20.66
C -3.57 -25.74 20.63
O -3.29 -24.39 21.03
C -2.09 -24.24 21.75
H -0.40 -25.73 21.68
H -1.69 -26.14 22.74
H -2.11 -27.46 20.75
H -1.82 -26.11 19.65
H -4.24 -26.12 21.40
H -4.13 -25.78 19.69
H -2.23 -23.89 22.78
H -1.39 -23.70 21.11
*
```

Atom charges from the Mulliken analysis, given in e for atoms 1 to 4: Li 0.8313; Li 0.8333; Li 0.9755; Li 0.8545

---

Entry 4:
A cluster of 3 separate species, C16H32N5O6 in total. Source: the Open Molecules 2025 dataset; level of theory: ωB97M-V/def2-TZVPD.

HOMO = -11.956 eV
frontier orbital gap = 8.178 eV
E_tot = -1353.896781 hartree
E_LUMO = -3.778 eV

```
! wB97M-V def2-TZVPD RIJCOSX def2/J DEFGRID3
* xyz 1 1
C -3.06 -0.12 0.60
N -2.37 0.65 -0.42
C -1.01 1.04 -0.12
C -0.14 -0.09 0.40
C 0.14 -0.16 1.76
C 0.90 -1.17 2.29
C 1.31 -1.29 3.72
C 2.58 -0.45 4.04
N 3.12 -1.04 5.25
N 3.54 -0.66 2.97
N 2.29 0.98 4.23
N 1.37 -2.09 1.43
C 1.13 -2.07 0.11
C 0.38 -1.09 -0.45
C 0.13 -1.07 -1.93
H -4.13 -0.04 0.45
H -2.77 -1.18 0.62
H -2.84 0.30 1.58
H -2.45 0.23 -1.33
H -0.55 1.43 -1.03
H -1.00 1.85 0.62
H -0.26 0.59 2.44
H 1.56 -2.32 3.95
H 0.48 -0.97 4.35
H 2.63 -0.68 6.06
H 4.09 -0.76 5.37
H 3.31 -0.07 2.18
H 4.45 -0.36 3.28
H 2.37 1.50 3.36
H 1.37 1.15 4.61
H 1.97 -2.81 1.82
H 1.57 -2.87 -0.47
H 0.28 -0.07 -2.33
H -0.89 -1.39 -2.17
H 0.81 -1.75 -2.45
C -4.86 -3.13 -1.02
O -5.23 -3.29 -2.39
C -4.30 -2.91 -3.27
O -3.20 -2.47 -3.00
O -4.77 -3.12 -4.49
C -3.88 -2.77 -5.55
H -5.72 -3.48 -0.45
H -3.99 -3.73 -0.79
H -4.67 -2.08 -0.80
H -2.97 -3.36 -5.50
H -3.64 -1.71 -5.52
H -4.42 -3.00 -6.47
C 3.11 2.23 -0.47
O 3.26 3.63 -0.33
C 2.60 4.33 -1.27
O 1.90 3.85 -2.12
O 2.85 5.62 -1.09
C 2.21 6.49 -2.03
H 3.66 1.78 0.35
H 2.05 1.95 -0.40
H 3.51 1.88 -1.42
H 1.13 6.39 -1.97
H 2.55 6.27 -3.04
H 2.51 7.50 -1.75
*
```

Atom charges from the Mulliken analysis, given in e for atoms 1 to 4: C -0.8328; N -0.2172; C -2.0619; C 1.2085

---

Entry 5:
A structure of composition C16H33Al2Br2CaCl2LiNO12PS in a non-equilibrium geometry. Source: the Open Molecules 2025 dataset; level of theory: ωB97M-V/def2-TZVPD.

HOMO = -5.116 eV
frontier orbital gap = 1.229 eV
E_tot = -9564.394612 hartree
E_LUMO = -3.887 eV

```
! wB97M-V def2-TZVPD RIJCOSX def2/J DEFGRID3
* xyz 0 1
C 0.22 2.18 1.61
C -0.10 0.78 1.12
C 0.50 -0.37 1.64
C 0.17 -1.63 1.16
C -0.78 -1.76 0.18
C -1.41 -0.63 -0.36
C -2.46 -0.70 -1.40
Al -4.17 -0.29 -0.48
O -5.54 -1.22 -1.23
N -5.98 -2.06 -0.34
O -6.70 -1.47 0.47
P -4.59 2.05 -0.17
O -6.13 2.29 -0.02
C -1.05 0.63 0.13
H -0.41 2.46 2.46
H 1.28 2.25 1.86
H 0.02 2.90 0.83
H 1.23 -0.31 2.44
H 0.64 -2.52 1.55
H -1.06 -2.75 -0.18
H -2.49 -1.66 -1.91
H -2.22 0.08 -2.12
H -4.02 -0.85 1.08
H -4.02 2.42 1.06
H -3.82 3.01 -1.32
H -1.54 1.51 -0.26
Li 2.51 1.02 2.54
O -5.00 -3.60 -2.78
H -5.49 -2.80 -2.58
Al -5.69 -1.14 2.43
C 3.02 -5.40 3.94
O 3.56 -5.19 2.66
C 3.00 -4.09 1.98
C 4.03 -3.40 1.11
O 5.00 -2.64 1.81
C 5.97 -3.34 2.58
C 6.99 -4.11 1.77
O 6.42 -5.27 1.19
C 6.92 -5.57 -0.09
H 2.01 -5.83 3.88
H 3.67 -6.11 4.46
H 2.99 -4.47 4.52
H 2.58 -3.36 2.69
H 2.19 -4.45 1.33
H 3.50 -2.66 0.49
H 4.50 -4.10 0.42
H 5.49 -3.98 3.32
H 6.51 -2.57 3.13
H 7.80 -4.42 2.45
H 7.41 -3.45 1.00
H 6.89 -4.69 -0.75
H 6.29 -6.34 -0.53
H 7.95 -5.95 -0.03
O 9.07 -7.55 1.94
H 8.46 -6.82 1.81
H 9.90 -7.24 1.56
Cl -2.46 3.65 -1.51
Cl -6.99 1.43 1.47
O -5.44 4.84 -2.99
S -5.66 5.89 -2.01
O -4.56 6.95 -2.21
O -5.39 5.44 -0.63
O -6.94 6.56 -2.14
Br -4.59 7.83 -4.47
C -3.27 9.19 -4.81
C -3.85 10.56 -4.58
Br -5.06 11.04 -6.10
H -2.90 9.04 -5.82
H -2.45 9.02 -4.10
H -3.09 11.33 -4.57
H -4.46 10.62 -3.68
Ca -6.89 11.76 -7.92
*
```

Atom charges from the Mulliken analysis, given in e for atoms 1 to 4: C -1.3649; C 1.4724; C -0.7126; C -0.7756

---

Entry 6:
A structure of composition C16H33BF2FeN3O2SbSi in a non-equilibrium geometry. Source: the Open Molecules 2025 dataset; level of theory: ωB97M-V/def2-TZVPD.

energy above the lowest of the compared OMol25 structures with the same formula, charge and spin = 252.5 kJ/mol
HOMO (alpha / beta) = -0.106 / -0.112 eV
frontier orbital gap (alpha / beta) = 4.983 / 4.989 eV
E_tot = -2962.179451 hartree
E_LUMO (alpha / beta) = 4.877 / 4.877 eV

```
! wB97M-V def2-TZVPD RIJCOSX def2/J DEFGRID3
* xyz -2 1
Fe -0.20 -0.16 -0.91
C 2.91 -2.25 -1.13
C 2.03 -2.10 -2.19
C 2.01 -2.99 -3.32
C 1.11 -2.78 -4.33
C 0.19 -1.72 -4.30
C 0.22 -0.90 -3.16
N 1.09 -1.10 -2.15
N -0.61 0.13 -2.84
Si -2.07 0.59 -3.56
C -1.85 1.10 -5.37
C -2.78 2.08 -2.68
C -3.38 -0.76 -3.53
H 3.70 -2.99 -1.19
H 1.55 -2.86 0.03
H 3.02 -1.44 -0.43
H 2.72 -3.81 -3.36
H 1.11 -3.45 -5.18
H -0.53 -1.56 -5.08
H -1.10 1.89 -5.45
H -2.79 1.47 -5.79
H -1.51 0.26 -5.99
H -2.11 2.94 -2.74
H -2.91 1.82 -1.63
H -3.75 2.36 -3.12
H -3.12 -1.59 -4.18
H -4.36 -0.37 -3.83
H -3.45 -1.13 -2.50
O 0.82 -3.34 0.56
N -0.07 -2.47 1.10
O 0.06 -1.31 0.68
C -1.87 -1.35 3.78
C -0.39 -1.05 3.99
Sb 0.22 0.72 2.91
C 2.33 0.27 2.87
C 2.94 -0.22 4.18
C 0.28 1.89 4.76
C 0.86 3.29 4.55
H -2.20 -2.22 4.36
H -2.06 -1.56 2.72
H -2.50 -0.50 4.06
H 0.22 -1.88 3.63
H -0.16 -0.90 5.05
H 2.82 1.17 2.50
H 2.43 -0.48 2.08
H 2.87 0.53 4.97
H 4.00 -0.47 4.06
H 2.44 -1.12 4.54
H 0.84 1.35 5.53
H -0.76 1.95 5.10
H 1.90 3.23 4.21
H 0.84 3.91 5.45
H 0.31 3.82 3.77
C -0.27 2.91 -0.22
H -1.24 2.66 0.21
H -0.46 3.41 -1.17
H 0.27 3.59 0.44
F 1.87 1.69 -0.06
B 0.54 1.55 -0.42
F -1.98 0.25 -0.29
*
```

Atom charges from the Mulliken analysis, given in e for atoms 1 to 4: Fe -0.3096; C -1.4864; C 0.9145; C -1.1406

---

Entry 7:
A structure of composition C16H33BNO30S8 in a non-equilibrium geometry. Source: the Open Molecules 2025 dataset; level of theory: ωB97M-V/def2-TZVPD.

HOMO = -4.829 eV
frontier orbital gap = 6.634 eV
E_tot = -6151.173630 hartree
E_LUMO = 1.805 eV

```
! wB97M-V def2-TZVPD RIJCOSX def2/J DEFGRID3
* xyz -1 1
C 0.47 -3.51 -0.62
C 1.27 -2.94 -1.74
S 1.82 -1.16 -1.94
O 3.34 -1.13 -1.51
O 1.83 -0.82 -3.45
N 1.02 0.00 -0.92
S -0.65 0.25 -1.34
O -0.99 0.11 -2.84
O -0.97 1.75 -0.97
B -1.89 -0.78 -0.36
O -2.41 -0.22 0.90
O -2.41 -2.09 -0.79
C -3.46 -1.97 -1.82
C -3.83 -3.54 -2.26
H -0.57 -4.01 -0.92
H 0.72 -3.46 0.52
H 1.63 -3.71 -2.58
H -1.77 -0.31 1.66
H -4.42 -1.40 -1.45
H -3.12 -1.44 -2.81
H -3.06 -3.80 -3.13
H -3.64 -4.31 -1.37
H -4.93 -3.58 -2.67
C 6.20 -3.18 2.23
C 6.01 -4.33 1.24
O 4.62 -4.36 0.96
S 4.03 -2.84 1.05
O 3.96 -2.31 -0.30
O 2.90 -2.84 1.95
O 5.30 -2.16 1.81
H 5.91 -3.49 3.25
H 7.22 -2.81 2.24
H 6.35 -5.29 1.65
H 6.54 -4.13 0.31
C 2.08 0.98 2.02
C 2.21 1.70 3.37
O 3.39 1.17 3.96
S 4.45 0.80 2.78
O 5.39 1.89 2.65
O 4.87 -0.58 2.96
O 3.41 0.86 1.53
H 1.67 -0.02 2.15
H 1.46 1.54 1.32
H 1.34 1.53 4.01
H 2.35 2.77 3.23
C -4.00 3.31 -0.98
C -4.16 3.88 -2.39
O -5.56 4.09 -2.55
S -6.20 4.49 -1.11
O -6.31 5.93 -1.04
O -7.32 3.61 -0.85
O -4.94 4.02 -0.18
H -4.26 2.25 -0.95
H -2.99 3.45 -0.59
H -3.78 3.19 -3.16
H -3.65 4.84 -2.49
C -7.22 -3.63 -5.91
C -7.56 -5.11 -6.00
O -6.30 -5.78 -6.05
S -5.21 -4.93 -5.19
O -5.12 -5.52 -3.87
O -4.06 -4.68 -6.02
O -6.07 -3.55 -5.06
H -6.94 -3.22 -6.89
H -8.04 -3.04 -5.50
H -8.16 -5.35 -6.89
H -8.09 -5.45 -5.11
C -3.66 7.72 2.80
C -4.81 8.49 2.15
O -4.65 8.27 0.75
S -4.01 6.79 0.51
O -5.10 5.87 0.21
O -2.85 6.92 -0.33
O -3.53 6.52 2.04
H -2.72 8.27 2.73
H -3.87 7.49 3.85
H -4.78 9.55 2.37
H -5.78 8.08 2.45
C 9.96 0.11 4.60
C 8.98 -0.22 3.47
O 9.37 -1.51 3.01
S 9.96 -2.36 4.27
O 8.90 -3.21 4.78
O 11.26 -2.87 3.91
O 10.16 -1.12 5.30
H 10.92 0.44 4.21
H 9.56 0.87 5.28
H 9.03 0.51 2.66
H 7.96 -0.28 3.84
*
```

Atom charges from the Mulliken analysis, given in e for atoms 1 to 4: C -0.4548; C -0.1853; S 0.9670; O -0.5638

---

The highest E_tot belongs to which entry? C16H32N5O6

---

Copy entry 6 word for word.
A structure of composition C16H33BF2FeN3O2SbSi in a non-equilibrium geometry. Source: the Open Molecules 2025 dataset; level of theory: ωB97M-V/def2-TZVPD.

energy above the lowest of the compared OMol25 structures with the same formula, charge and spin = 252.5 kJ/mol
HOMO (alpha / beta) = -0.106 / -0.112 eV
frontier orbital gap (alpha / beta) = 4.983 / 4.989 eV
E_tot = -2962.179451 hartree
E_LUMO (alpha / beta) = 4.877 / 4.877 eV

```
! wB97M-V def2-TZVPD RIJCOSX def2/J DEFGRID3
* xyz -2 1
Fe -0.20 -0.16 -0.91
C 2.91 -2.25 -1.13
C 2.03 -2.10 -2.19
C 2.01 -2.99 -3.32
C 1.11 -2.78 -4.33
C 0.19 -1.72 -4.30
C 0.22 -0.90 -3.16
N 1.09 -1.10 -2.15
N -0.61 0.13 -2.84
Si -2.07 0.59 -3.56
C -1.85 1.10 -5.37
C -2.78 2.08 -2.68
C -3.38 -0.76 -3.53
H 3.70 -2.99 -1.19
H 1.55 -2.86 0.03
H 3.02 -1.44 -0.43
H 2.72 -3.81 -3.36
H 1.11 -3.45 -5.18
H -0.53 -1.56 -5.08
H -1.10 1.89 -5.45
H -2.79 1.47 -5.79
H -1.51 0.26 -5.99
H -2.11 2.94 -2.74
H -2.91 1.82 -1.63
H -3.75 2.36 -3.12
H -3.12 -1.59 -4.18
H -4.36 -0.37 -3.83
H -3.45 -1.13 -2.50
O 0.82 -3.34 0.56
N -0.07 -2.47 1.10
O 0.06 -1.31 0.68
C -1.87 -1.35 3.78
C -0.39 -1.05 3.99
Sb 0.22 0.72 2.91
C 2.33 0.27 2.87
C 2.94 -0.22 4.18
C 0.28 1.89 4.76
C 0.86 3.29 4.55
H -2.20 -2.22 4.36
H -2.06 -1.56 2.72
H -2.50 -0.50 4.06
H 0.22 -1.88 3.63
H -0.16 -0.90 5.05
H 2.82 1.17 2.50
H 2.43 -0.48 2.08
H 2.87 0.53 4.97
H 4.00 -0.47 4.06
H 2.44 -1.12 4.54
H 0.84 1.35 5.53
H -0.76 1.95 5.10
H 1.90 3.23 4.21
H 0.84 3.91 5.45
H 0.31 3.82 3.77
C -0.27 2.91 -0.22
H -1.24 2.66 0.21
H -0.46 3.41 -1.17
H 0.27 3.59 0.44
F 1.87 1.69 -0.06
B 0.54 1.55 -0.42
F -1.98 0.25 -0.29
*
```

Atom charges from the Mulliken analysis, given in e for atoms 1 to 4: Fe -0.3096; C -1.4864; C 0.9145; C -1.1406